The following is a DFT calculation (ωB97M-V with the def2-TZVPD basis set) of C55H51As2FeNO9P2S as an isolated structure.

Geometry as XYZ:
```
122
Properties=species:S:1:pos:R:3:forces:R:3
Fe -0.2159 0.5927 0.5772 0.50 0.20 -0.62
O -0.4811 2.7749 0.4261 0.38 -0.35 -0.14
C -0.3634 3.5579 1.5771 -0.03 0.07 0.21
C -1.1626 4.6777 1.7465 0.14 -0.06 0.03
C -0.9435 5.4858 2.8513 0.00 -0.01 0.00
C 0.0693 5.1836 3.7534 -0.02 0.00 -0.05
C 0.8062 4.0220 3.5996 -0.03 -0.05 0.05
C 0.5533 3.1469 2.5418 -0.15 0.11 -0.13
P 1.2620 1.4862 2.3316 -0.45 -0.32 -0.11
C 1.2561 0.5979 3.9075 0.09 0.16 0.02
C 1.5524 -0.7631 3.8121 0.03 -0.03 -0.08
C 1.6764 -1.5262 4.9600 0.03 -0.10 0.00
C 1.4959 -0.9515 6.2094 -0.04 0.03 0.04
C 1.1706 0.3903 6.3071 -0.03 -0.05 -0.06
C 1.0515 1.1610 5.1612 -0.03 0.07 0.10
C 3.0008 1.8525 1.9482 -0.02 0.01 0.11
C 3.2630 2.6625 0.8434 -0.03 0.03 -0.02
C 4.5675 2.9411 0.4754 0.03 -0.03 0.00
C 5.6246 2.4011 1.2046 0.02 0.01 -0.02
C 5.3667 1.5976 2.3046 -0.05 0.03 0.01
C 4.0550 1.3293 2.6832 0.04 -0.06 -0.05
C -0.4550 3.3743 -0.8374 -0.19 -0.11 -0.16
C -0.1104 4.6992 -1.0436 0.08 0.00 -0.05
C -0.2117 5.2227 -2.3252 -0.01 -0.02 -0.02
C -0.6647 4.4462 -3.3829 0.03 0.00 0.10
C -0.9630 3.1130 -3.1625 -0.01 0.05 0.02
C -0.8315 2.5469 -1.8952 0.01 0.22 0.00
P -1.1162 0.7850 -1.5789 -0.06 -0.15 0.51
C -0.3403 -0.0670 -2.9801 -0.06 0.00 0.03
C 0.6187 0.5422 -3.7856 -0.01 0.00 -0.02
C 1.0997 -0.1087 -4.9119 0.04 0.01 0.02
C 0.6412 -1.3757 -5.2351 0.02 -0.07 -0.01
C -0.2723 -2.0128 -4.4059 0.03 0.01 0.04
C -0.7553 -1.3636 -3.2810 0.09 -0.05 -0.03
C -2.9068 0.5759 -1.8160 0.00 0.23 -0.10
C -3.7181 1.0048 -0.7650 -0.03 -0.02 0.11
C -5.0974 0.9497 -0.8729 -0.02 -0.02 -0.01
C -5.6836 0.4683 -2.0359 0.00 -0.01 0.00
C -4.8841 0.0647 -3.0941 -0.02 0.01 0.03
C -3.5016 0.1280 -2.9913 0.03 -0.06 -0.06
H -1.9102 4.9303 1.0081 -0.03 0.02 -0.02
H -1.5474 6.3717 2.9902 -0.02 0.02 0.01
H 0.2739 5.8462 4.5814 0.01 0.02 0.03
H 1.5884 3.7921 4.3096 0.01 0.00 0.00
H 1.7188 -1.2180 2.8378 -0.03 0.02 0.03
H 1.9282 -2.5738 4.8812 0.00 0.07 0.04
H 1.5990 -1.5516 7.1029 0.00 -0.02 0.02
H 0.9981 0.8417 7.2721 0.00 0.02 0.08
H 0.7755 2.1988 5.2700 0.00 -0.03 -0.03
H 2.4465 3.0810 0.2644 -0.03 0.00 0.00
H 4.7631 3.5842 -0.3721 0.01 0.03 -0.02
H 6.6454 2.6298 0.9279 0.01 0.00 -0.01
H 6.1832 1.1934 2.8855 0.04 -0.02 0.02
H 3.8660 0.7040 3.5458 -0.02 0.00 0.02
H 0.2296 5.3277 -0.2345 -0.01 -0.02 0.03
H 0.0536 6.2581 -2.4877 0.01 0.02 -0.01
H -0.7689 4.8722 -4.3696 -0.01 0.02 -0.03
H -1.2906 2.4940 -3.9875 -0.03 -0.02 -0.01
H 0.9715 1.5390 -3.5615 0.04 0.00 0.02
H 1.8254 0.3851 -5.5437 0.02 0.01 -0.03
H 0.9948 -1.8680 -6.1309 0.01 -0.02 -0.02
H -0.6230 -3.0085 -4.6392 0.01 -0.03 -0.02
H -1.4734 -1.8700 -2.6524 -0.03 0.04 0.00
H -3.2705 1.3949 0.1416 0.03 0.01 -0.05
H -5.7173 1.2858 -0.0528 -0.02 0.01 0.02
H -6.7600 0.4190 -2.1209 -0.03 0.00 0.00
H -5.3345 -0.2941 -4.0086 -0.02 -0.01 -0.03
H -2.8976 -0.1802 -3.8340 0.00 0.02 0.01
C 2.5053 -5.0946 -0.5787 0.02 -0.04 0.00
O 1.7494 -4.4457 0.4628 0.09 0.17 -0.05
C 0.7321 -3.6721 0.1135 -0.12 -0.28 0.04
O 0.4317 -3.3488 -1.0128 0.03 0.03 0.06
C -0.0930 -3.2732 1.2905 -0.16 -0.02 0.22
C -0.2832 -4.0818 2.3323 0.11 0.11 -0.06
As -1.4601 -3.8615 3.8998 0.01 -0.01 -0.01
C -2.9640 -4.8553 3.0758 -0.03 0.09 0.07
C -2.0773 -1.9906 3.6670 -0.09 0.19 -0.19
C -2.0031 -1.2629 2.5476 -0.04 -0.33 0.14
As -1.1321 -1.7058 0.8838 0.43 0.37 -0.13
C -2.5683 -2.5169 -0.1498 -0.06 -0.04 0.09
C -2.3855 0.1719 2.5105 0.01 -0.03 -0.10
O -1.7710 0.9928 1.8222 -0.34 -0.04 0.21
O -3.4593 0.4654 3.1842 0.03 0.01 0.07
C -3.8154 1.8538 3.3991 0.02 -0.03 0.01
C -2.4243 -1.2586 4.9539 0.21 -0.07 0.09
O -1.7325 -0.3458 5.3128 0.05 0.03 0.00
O -3.4410 -1.6671 5.6991 -0.02 0.08 0.07
C -4.3614 -2.6465 5.2165 -0.08 -0.10 0.01
C 0.2571 -5.4989 2.3056 -0.02 -0.05 0.00
O -0.3072 -6.3035 1.6165 -0.05 -0.01 0.03
O 1.2506 -5.8592 3.1102 -0.07 -0.12 -0.18
C 2.0198 -4.8797 3.8044 0.00 -0.01 0.12
H 3.5559 -4.9160 -0.3614 -0.04 -0.02 -0.04
H 2.2278 -4.6904 -1.5490 0.04 -0.03 0.03
H 2.2832 -6.1595 -0.5255 0.01 0.05 -0.03
H -3.4282 -5.4778 3.8377 -0.02 0.03 -0.02
H -2.5647 -5.4913 2.2897 0.04 -0.05 -0.01
H -3.6967 -4.1674 2.6596 0.01 -0.02 0.00
H -3.0149 -3.3076 0.4544 0.01 0.04 -0.07
H -2.1257 -2.9474 -1.0452 -0.03 -0.04 0.07
H -3.3146 -1.7687 -0.4168 0.03 -0.02 0.04
H -3.8940 1.9707 4.4771 -0.02 0.05 -0.04
H -4.7769 2.0147 2.9188 0.01 0.04 0.03
H -3.0522 2.5070 2.9854 -0.04 0.02 0.02
H -5.2534 -2.5317 5.8266 0.03 -0.04 -0.06
H -3.9591 -3.6518 5.3626 -0.06 0.08 -0.03
H -4.6105 -2.4658 4.1696 0.00 -0.05 0.02
H 2.9880 -5.3403 3.9838 -0.02 0.06 0.03
H 1.5387 -4.6526 4.7592 0.08 0.02 -0.09
H 2.1488 -3.9814 3.2001 -0.01 -0.01 0.01
S 1.9657 -0.5085 0.0538 -0.20 -0.01 0.16
C 3.0239 -0.7822 -1.2677 0.15 0.13 -0.13
N 4.2618 -0.2295 -1.1533 -0.19 0.03 -0.03
C 5.2660 -0.4089 -2.0299 0.01 -0.06 -0.10
C 5.0695 -1.1918 -3.1341 0.02 0.07 0.12
C 3.8128 -1.7850 -3.3029 0.09 0.00 -0.05
C 2.8053 -1.5894 -2.3885 -0.13 0.04 0.10
H 4.4094 0.3730 -0.3471 -0.02 0.00 0.04
H 6.1900 0.0959 -1.7909 0.05 -0.02 -0.06
H 5.8709 -1.3417 -3.8392 0.03 -0.01 -0.04
H 3.6289 -2.4119 -4.1642 0.01 -0.04 -0.05
H 1.8398 -2.0639 -2.4920 -0.01 0.03 -0.03
```
Positions in Å, forces in eV/Å.

Values from the calculation:
* HOMO (spin up / spin down): -12.79 / -12.68 eV
* electronic energy: -263244.41446 eV
* LUMO energy (spin up / spin down): -0.1825 / -0.1825 Ha
* net charge: +2
* max |F|: 0.820 eV Å⁻¹